(1)
# C51H62B2BiN10OS3Si

A molecular structure, C51H62B2BiN10OS3Si (ωB97M-V/def2-TZVPD, the Open Molecules 2025 dataset).

The geometry in XYZ format:
```
131
Properties=species:S:1:pos:R:3
Bi -0.28 0.17 0.12
C 0.01 4.64 -2.80
C 1.16 3.75 -2.48
C 2.40 4.22 -2.23
C 3.48 3.33 -1.88
N 3.28 2.06 -1.79
N 2.04 1.57 -2.05
B 2.06 0.11 -2.02
N 2.99 -0.64 -1.14
N 3.49 -1.69 -1.86
C 4.33 -2.48 -1.29
C 4.74 -2.27 0.07
C 4.24 -1.25 0.80
C 4.61 -1.03 2.23
C 3.28 -0.36 0.16
S 2.57 0.89 1.02
C 4.87 -3.65 -2.09
C 6.40 -3.49 -2.20
C 4.27 -3.67 -3.49
C 4.53 -4.95 -1.36
N 1.39 -0.65 -3.11
N 1.75 -0.09 -4.29
C 1.31 -0.62 -5.38
C 0.46 -1.77 -5.33
C 0.10 -2.32 -4.15
C -0.81 -3.51 -4.06
C 0.60 -1.72 -2.95
S 0.21 -2.30 -1.40
C 1.75 0.06 -6.67
C 1.26 1.51 -6.63
C 3.28 0.03 -6.74
C 1.17 -0.64 -7.91
C 0.94 2.32 -2.38
S -0.58 1.65 -2.58
C 4.90 3.81 -1.58
C 5.04 5.32 -1.74
C 5.25 3.42 -0.14
C 5.86 3.11 -2.55
H 0.34 5.68 -2.86
H -0.77 4.55 -2.05
H -0.44 4.35 -3.75
H 2.59 5.28 -2.27
H 5.44 -2.95 0.52
H 5.37 -1.75 2.54
H 3.73 -1.15 2.86
H 4.97 -0.02 2.39
H 6.67 -2.56 -2.69
H 6.81 -4.31 -2.79
H 6.88 -3.52 -1.22
H 4.49 -2.76 -4.04
H 3.18 -3.78 -3.45
H 4.68 -4.52 -4.04
H 4.98 -5.00 -0.37
H 4.89 -5.80 -1.94
H 3.45 -5.05 -1.25
H 0.09 -2.19 -6.25
H -1.05 -3.88 -5.05
H -1.73 -3.23 -3.54
H -0.35 -4.31 -3.48
H 1.67 2.04 -5.77
H 0.17 1.56 -6.58
H 1.58 2.03 -7.54
H 3.71 0.52 -5.86
H 3.62 0.56 -7.63
H 3.65 -0.99 -6.78
H 0.08 -0.60 -7.93
H 1.49 -1.68 -7.97
H 1.54 -0.13 -8.80
H 4.41 5.87 -1.03
H 4.79 5.65 -2.75
H 6.07 5.61 -1.55
H 4.60 3.93 0.58
H 6.28 3.69 0.08
H 5.13 2.34 0.01
H 5.62 3.35 -3.59
H 5.80 2.02 -2.43
H 6.88 3.43 -2.35
B -3.08 2.50 0.19
N -2.13 2.59 1.42
C -2.24 3.43 2.45
C -1.09 3.35 3.23
C -0.30 2.42 2.58
N -0.93 1.98 1.48
N -3.44 0.99 -0.08
C -4.66 0.50 -0.31
C -4.55 -0.85 -0.64
C -3.19 -1.11 -0.57
N -2.54 0.01 -0.23
H -4.10 3.07 0.47
H -2.52 2.95 -0.78
H -3.13 4.03 2.56
H -0.87 3.88 4.14
H 0.66 2.03 2.87
H -5.52 1.14 -0.23
H -5.34 -1.53 -0.87
H -2.66 -2.04 -0.71
O -0.55 -1.17 1.63
Si -1.32 -1.55 3.03
C -1.41 -3.42 3.06
C -0.62 -4.19 2.20
C -0.64 -5.57 2.26
C -1.45 -6.22 3.18
C -2.24 -5.47 4.04
C -2.23 -4.09 3.98
C -0.31 -0.91 4.46
C 1.01 -0.50 4.28
C 1.78 -0.04 5.34
C 1.24 0.01 6.61
C -0.07 -0.41 6.82
C -0.83 -0.86 5.76
C -3.05 -0.85 3.16
C -4.15 -1.54 2.66
C -5.43 -1.01 2.76
C -5.63 0.23 3.35
C -4.54 0.94 3.85
C -3.27 0.40 3.75
H 0.02 -3.69 1.48
H -0.02 -6.15 1.59
H -1.46 -7.30 3.23
H -2.88 -5.97 4.76
H -2.86 -3.52 4.65
H 1.44 -0.53 3.28
H 2.80 0.28 5.17
H 1.84 0.37 7.44
H -0.49 -0.38 7.82
H -1.85 -1.17 5.94
H -4.02 -2.51 2.20
H -6.28 -1.57 2.37
H -6.63 0.64 3.44
H -4.69 1.90 4.32
H -2.43 0.96 4.15
```

Results
Relative energy (zero: lowest compared OMol25 entry of this formula, charge and spin) ... 0.0 kcal per mole
Charge ... +1
HOMO level ... -10.553 eV

---

(2)
# C51H62N5O2PPbS2

A molecular structure, C51H62N5O2PPbS2 (ωB97M-V/def2-TZVPD, the Open Molecules 2025 dataset).

The geometry in XYZ format:
```
124
Properties=species:S:1:pos:R:3
Pb -0.27 -0.39 0.94
C 2.26 -0.01 -2.95
C 2.06 -1.17 -1.98
C 2.44 -2.50 -2.63
C 2.83 -0.99 -0.66
C 4.32 -0.66 -0.83
O 4.43 0.70 -0.37
C 3.26 1.01 0.20
N 2.32 0.14 0.13
C 3.24 2.31 0.92
C 4.47 2.81 1.34
C 4.55 3.98 2.07
C 3.40 4.68 2.37
C 2.16 4.21 1.94
C 2.06 3.02 1.21
P 0.42 2.44 0.65
C -0.75 3.66 1.32
C -1.18 4.76 0.59
C -2.10 5.65 1.15
C -2.58 5.43 2.44
C -2.15 4.33 3.17
C -1.24 3.45 2.61
C 0.44 2.75 -1.13
C 1.32 3.65 -1.74
C 1.27 3.85 -3.11
C 0.34 3.18 -3.89
C -0.54 2.28 -3.29
C -0.48 2.07 -1.92
H 1.56 -0.09 -3.78
H 3.27 -0.02 -3.38
H 2.10 0.95 -2.47
H 1.00 -1.21 -1.72
H 3.51 -2.54 -2.87
H 1.89 -2.65 -3.56
H 2.23 -3.34 -1.96
H 2.70 -1.89 -0.06
H 4.66 -0.68 -1.87
H 4.98 -1.28 -0.23
H 5.37 2.26 1.10
H 5.52 4.35 2.39
H 3.45 5.61 2.93
H 1.27 4.77 2.17
H -0.81 4.94 -0.41
H -2.43 6.51 0.59
H -3.29 6.12 2.87
H -2.53 4.17 4.17
H -0.92 2.58 3.18
H 2.05 4.19 -1.14
H 1.96 4.55 -3.57
H 0.30 3.34 -4.95
H -1.27 1.75 -3.89
H -1.17 1.37 -1.46
C 2.01 0.82 4.83
C 1.17 0.53 5.88
C -0.09 0.02 5.62
C -0.49 -0.18 4.31
N 0.33 0.12 3.28
C 1.55 0.59 3.54
C -1.82 -0.76 3.96
C -2.80 -1.01 4.91
C -4.00 -1.57 4.50
C -4.19 -1.86 3.16
C -3.17 -1.56 2.27
N -2.02 -1.03 2.67
H 3.01 1.20 4.98
H 1.48 0.69 6.91
H -0.75 -0.23 6.44
H 2.18 0.77 2.68
H -2.65 -0.77 5.95
H -4.78 -1.78 5.22
H -5.11 -2.30 2.80
H -3.28 -1.73 1.21
C 4.96 -4.45 -0.37
C 4.46 -5.82 -0.84
C 3.45 -6.50 0.08
C 2.02 -5.97 0.04
N 1.94 -4.64 0.66
C 0.88 -3.97 1.11
S 1.15 -2.67 2.21
N -0.38 -4.29 0.80
C -0.94 -5.10 -0.31
C -0.86 -4.39 -1.66
C -1.54 -3.03 -1.68
C -1.60 -2.41 -3.07
H 5.78 -4.10 -1.00
H 5.33 -4.49 0.66
H 4.18 -3.69 -0.42
H 5.33 -6.48 -0.92
H 4.05 -5.74 -1.85
H 3.81 -6.49 1.12
H 3.38 -7.55 -0.20
H 1.37 -6.65 0.59
H 1.68 -5.92 -1.00
H 2.80 -4.28 1.04
H -1.05 -3.74 1.31
H -1.98 -5.28 -0.04
H -0.46 -6.07 -0.35
H -1.32 -5.05 -2.41
H 0.19 -4.28 -1.95
H -1.01 -2.36 -1.00
H -2.56 -3.13 -1.27
H -0.61 -2.34 -3.51
H -2.03 -1.41 -3.04
H -2.22 -3.01 -3.74
C -4.50 3.17 -5.46
C -4.27 2.90 -4.00
C -4.15 3.93 -3.08
C -3.95 3.67 -1.73
C -3.88 2.36 -1.30
C -3.99 1.30 -2.20
C -4.18 1.58 -3.54
S -3.57 2.06 0.43
C -5.14 1.32 0.86
O -2.58 0.92 0.49
H -4.38 4.23 -5.69
H -5.50 2.87 -5.75
H -3.80 2.61 -6.08
H -4.21 4.96 -3.42
H -3.85 4.48 -1.02
H -3.90 0.28 -1.85
H -4.27 0.76 -4.25
H -5.32 0.44 0.23
H -5.93 2.06 0.71
H -5.09 1.04 1.91
```

Results
Relative energy (zero: lowest compared OMol25 entry of this formula, charge and spin) ... 0.0 kcal per mole
Charge ... +2
HOMO level ... -12.487 eV

---

(3)
# C51H63BrN3OP3SiTa

A molecular structure, C51H63BrN3OP3SiTa (ωB97M-V/def2-TZVPD, the Open Molecules 2025 dataset).

The geometry in XYZ format:
```
124
Properties=species:S:1:pos:R:3
Ta 0.17 0.15 -0.19
C -5.02 0.64 -0.39
C -3.55 0.63 -0.80
C -3.28 1.58 -1.96
P -2.34 0.87 0.58
C -2.40 2.56 1.34
C -3.73 3.31 1.31
C -1.30 3.46 0.78
C -2.82 -0.31 1.87
C -3.94 -0.02 2.65
C -4.34 -0.88 3.66
C -3.61 -2.04 3.90
C -2.50 -2.32 3.13
C -2.08 -1.47 2.10
Si -0.55 -2.01 1.14
C 0.84 -2.44 2.30
C 1.13 -3.74 2.69
C 2.09 -3.99 3.65
C 2.77 -2.94 4.26
C 2.50 -1.64 3.87
C 1.55 -1.38 2.88
P 1.17 0.33 2.39
C 0.48 1.01 3.99
C 0.39 2.53 4.08
C -0.77 0.34 4.52
C 2.78 1.25 2.28
C 2.63 2.56 1.48
C 3.95 0.41 1.76
C -1.05 -3.43 0.03
C -1.69 -4.58 0.50
C -2.03 -5.61 -0.36
C -1.75 -5.50 -1.71
C -1.12 -4.37 -2.21
C -0.77 -3.34 -1.33
P 0.11 -1.88 -1.93
C -0.55 -1.52 -3.61
C -2.06 -1.32 -3.61
C 0.19 -0.36 -4.27
C 1.88 -2.39 -2.17
C 2.44 -3.01 -0.89
C 2.05 -3.35 -3.35
H -5.63 0.38 -1.27
H -5.35 1.62 -0.05
H -5.24 -0.10 0.38
H -3.32 -0.39 -1.13
H -3.56 2.61 -1.71
H -3.87 1.29 -2.83
H -2.24 1.56 -2.26
H -2.15 2.33 2.38
H -4.03 3.56 0.29
H -3.62 4.24 1.86
H -4.55 2.76 1.77
H -1.50 3.74 -0.25
H -0.30 2.99 0.81
H -1.23 4.38 1.36
H -4.52 0.88 2.48
H -5.21 -0.64 4.26
H -3.91 -2.71 4.69
H -1.93 -3.22 3.36
H 0.61 -4.58 2.24
H 2.32 -5.01 3.95
H 3.51 -3.13 5.02
H 3.04 -0.83 4.35
H 1.31 0.70 4.63
H -0.33 2.95 3.37
H 1.34 3.03 3.93
H 0.04 2.80 5.08
H -1.67 0.64 3.98
H -0.90 0.64 5.56
H -0.70 -0.75 4.50
H 2.99 1.53 3.32
H 2.47 2.37 0.42
H 3.56 3.13 1.56
H 1.82 3.19 1.85
H 3.72 -0.07 0.81
H 4.23 -0.37 2.46
H 4.82 1.06 1.61
H -1.94 -4.67 1.55
H -2.52 -6.49 0.03
H -2.02 -6.30 -2.39
H -0.93 -4.30 -3.27
H -0.32 -2.43 -4.16
H -2.32 -0.40 -3.08
H -2.60 -2.15 -3.18
H -2.40 -1.19 -4.64
H -0.04 0.58 -3.77
H -0.13 -0.27 -5.30
H 1.27 -0.49 -4.27
H 2.42 -1.46 -2.38
H 1.92 -3.94 -0.65
H 2.37 -2.35 -0.02
H 3.49 -3.25 -1.04
H 1.49 -4.27 -3.20
H 3.10 -3.63 -3.41
H 1.77 -2.91 -4.30
Br 7.98 4.68 2.22
C 7.26 4.67 0.48
C 5.90 4.86 0.31
C 5.35 4.82 -0.96
C 6.19 4.61 -2.05
C 7.57 4.52 -1.89
C 8.11 4.51 -0.61
N 5.70 4.60 -3.40
N 4.68 3.99 -3.70
C 4.07 3.03 -2.84
C 4.75 1.93 -2.35
C 4.08 0.92 -1.65
C 2.73 1.06 -1.47
O 1.93 0.21 -0.74
C 1.98 2.12 -2.00
N 0.62 2.09 -1.79
C -0.06 3.10 -2.32
C 0.52 4.14 -3.06
C 1.87 4.15 -3.27
C 2.65 3.12 -2.72
H 5.28 5.08 1.17
H 4.29 5.01 -1.10
H 8.20 4.43 -2.76
H 9.17 4.41 -0.47
H 5.82 1.85 -2.50
H 4.62 0.07 -1.26
H -1.12 3.11 -2.19
H -0.12 4.91 -3.47
H 2.35 4.93 -3.86
```

Results
Charge ... +3
HOMO level ... -14.411 eV

---

Question: HOMO level of number 2 (C51H62N5O2PPbS2)?
Answer: -12.487 eV

---

Question: Among the records above, which one has the lowest HOMO level?
Answer: C51H63BrN3OP3SiTa